[1]
69
Properties=species:S:1:pos:R:3:forces:R:3:mulliken_charge:R:1 method="wB97M-V/def2-TZVPD" multiplicity=1 homo_lumo_gap_ev=3.12 total_energy_ha=-4456.92522 charge=+1 fmax_ev_per_a=4.5 lumo_ev=-8.6 relative_energy_kj_mol=275.6
Cl 1.86833 1.87883 8.33374 -0.3 0.0 -0.2 -0.1653
Cl 8.18075 -3.43987 0.97127 -0.5 0.5 -0.7 -0.1593
Cl -4.56570 0.75331 1.17546 0.4 0.3 0.2 -0.1790
Cl 5.19547 -3.92483 2.10598 0.1 -0.1 0.9 -0.1664
Cl 1.01180 -1.11404 7.06993 -1.1 -0.4 0.4 -0.1697
Cl -5.55988 2.69070 -1.22392 -0.1 -0.4 -0.5 -0.1728
Mg 4.36839 4.14558 0.02859 -0.9 -0.6 0.0 1.0346
O 0.52899 0.27766 -5.39719 0.3 -0.8 -0.4 -0.3109
O 0.72652 7.35151 -4.32686 -0.2 0.1 0.1 -0.3335
O -0.58882 1.45652 -6.99820 0.2 -2.4 1.6 -0.5534
O -1.04029 6.34020 -3.48153 2.1 -0.5 2.1 -0.3018
O -2.02850 -9.92045 4.61172 1.1 2.9 -0.6 -0.5821
O -1.52860 -7.93682 3.57704 -0.5 0.9 -1.9 -0.3420
O 2.03637 1.74175 1.09801 -1.2 -1.0 0.0 -0.3619
O 0.96095 6.20219 -2.31226 -2.3 1.8 -3.4 -0.6484
O -1.59320 -0.20404 -5.76215 0.0 1.5 -1.9 -0.3359
O -0.64994 -8.40178 5.45970 1.1 0.2 2.8 -0.3317
C -0.53618 0.54853 -6.18574 -1.2 2.3 -0.3 0.6525
C -1.18194 -5.43524 3.45139 0.1 -1.4 1.1 -1.3324
C -4.63532 2.53370 1.32654 -0.1 -0.1 0.7 -0.3801
C -0.39358 7.68265 -5.22152 0.4 -0.4 0.0 -0.4157
C 0.29940 -0.99851 -4.81095 -0.8 -0.8 2.1 -0.4092
C -0.59797 -6.86386 3.78966 -0.2 1.7 -0.1 0.5100
C -4.44697 3.24676 0.03271 -0.9 0.7 -0.4 -0.4321
C -1.46611 -8.82666 4.55532 -1.9 -3.8 -0.4 0.7075
C 0.76995 1.07741 1.14026 1.3 2.3 0.1 -0.4213
C 5.46869 -2.79538 0.78877 0.8 -0.6 -1.0 -0.4256
C -0.27024 -7.05745 5.25157 0.9 0.0 0.5 -0.4485
C -1.46945 6.71802 -4.76586 -1.1 -0.5 0.3 0.4884
C -2.05293 -2.31341 -4.98947 -0.6 -1.2 0.3 -1.4169
C 2.51963 -0.29270 6.80151 0.7 0.6 -0.6 -0.4368
C 6.72530 -3.18568 -0.05752 -1.3 -0.4 0.5 -0.4230
C 0.27850 6.62857 -3.27939 0.9 -1.7 1.6 0.6720
C -2.84861 7.25534 -4.54716 -0.6 1.8 -0.2 -1.4410
C 2.36551 1.25048 6.74002 0.8 -0.8 0.3 -0.3745
C -1.27648 -1.07536 -4.69585 1.0 0.5 -1.2 0.4885
H 0.83980 -1.82185 -5.27804 -0.5 0.1 -0.9 0.2917
H 0.68458 -1.04348 -3.79227 0.2 0.6 0.1 0.2661
H 3.34034 1.71357 6.58717 0.0 -0.2 -0.2 0.2649
H -0.11279 7.50009 -6.25880 0.3 0.0 0.2 0.2960
H -0.65741 8.73507 -5.11712 0.0 -0.1 0.3 0.2945
H 0.83248 0.13942 1.69195 0.3 -0.2 0.1 0.2660
H 3.23151 -0.63740 7.55151 -0.1 0.4 0.2 0.3281
H 0.78911 -7.05632 5.50827 0.1 0.4 -0.4 0.2749
H 0.04936 1.79973 1.52380 -0.2 -0.2 0.5 0.2237
H -1.55283 5.78461 -5.32252 0.5 0.2 -0.5 0.2874
H -3.10876 7.96335 -5.33403 -0.3 -0.4 -0.5 0.3898
H 0.33731 -6.98208 3.24251 -0.3 -0.5 -0.6 0.2215
H -0.74838 -6.35507 5.93433 -0.5 -0.2 0.0 0.2686
H -4.82925 4.25654 0.18205 0.7 0.2 0.2 0.2625
H -1.88712 -2.73098 -5.98256 0.7 -0.1 0.2 0.3309
H 1.70097 1.59286 5.94676 -0.2 -0.2 0.3 0.2874
H -3.66127 6.54959 -4.37510 0.4 -0.2 -0.3 0.3458
H 5.54717 -1.75888 1.11680 -0.2 -0.2 0.3 0.3053
H 6.82942 -2.45235 -0.85720 0.6 0.2 0.3 0.3196
H -2.07273 -5.27612 4.05908 -0.3 -0.2 -0.3 0.3528
H -1.64976 -0.57932 -3.79991 0.3 -0.2 0.3 0.2489
H -2.84139 7.93698 -3.69663 0.2 -0.2 0.4 0.3590
H -3.42710 3.24163 -0.35192 -0.2 -0.1 0.1 0.2884
H -0.49149 -4.70424 3.87212 0.3 0.1 -0.4 0.3755
H 6.50313 -4.12100 -0.57121 0.2 -0.1 0.3 0.2947
H -3.12852 -2.14333 -5.03698 0.0 0.7 0.3 0.3637
H -1.39112 -5.26642 2.39505 0.2 -0.1 0.2 0.3263
H -1.96620 -3.05548 -4.19580 0.4 -0.2 -0.2 0.3836
H -3.87896 2.94183 1.99695 0.3 -0.6 0.2 0.2946
H -5.57767 2.76218 1.82443 -0.1 -0.1 -0.4 0.3204
H 4.56479 -3.00468 0.21673 0.2 0.8 -0.5 0.2547
H 2.86927 -0.73575 5.86901 0.2 0.6 -0.2 0.2664
H 0.28969 0.81369 0.19797 0.5 -0.2 -0.9 0.2639

=====

[2]
61
Properties=species:S:1:pos:R:3:forces:R:3:mulliken_charge:R:1 method="wB97M-V/def2-TZVPD" multiplicity=1 homo_lumo_gap_ev=7.17 total_energy_ha=-1900.21190 charge=-1 fmax_ev_per_a=0.8 lumo_ev=2.9
Sn 0.09078 -0.06364 -0.02403 -0.3 0.7 -0.2 0.8360
P 1.95571 -2.44418 -1.44117 0.0 0.3 -0.2 0.4329
F 2.96073 1.84266 0.32919 -0.1 -0.1 0.0 -0.2717
F 1.20635 2.40219 1.48579 0.1 -0.1 0.0 -0.3009
F 2.50532 0.79731 2.18146 0.0 0.2 -0.1 -0.2724
O 1.40822 -3.74386 -1.02038 0.0 -0.2 0.1 -0.8077
O 2.94699 -1.77557 -0.35463 0.1 -0.2 -0.1 0.6321
O 0.99421 -1.28808 -1.70447 0.2 -0.2 0.1 -0.7378
O 2.91042 -2.65573 -2.73414 -0.1 0.0 0.1 -0.3078
C -2.40785 1.35318 2.58010 0.1 -0.1 -0.1 -1.9379
C -3.87698 -0.15396 0.11898 0.3 0.0 0.0 -1.6173
C -0.05373 -0.50790 3.54179 0.0 0.0 -0.2 -1.3969
C -1.95655 -1.79465 0.58576 -0.2 -0.1 0.2 0.4414
C 4.42060 -1.60978 1.46818 -0.1 0.1 -0.1 -1.6362
C -0.88878 -0.70334 2.31090 0.1 -0.1 0.0 0.5318
C -1.98400 0.07885 1.90731 -0.2 0.0 0.0 0.6643
C 4.19826 -3.80319 0.27181 -0.3 0.2 -0.1 -1.6036
C -2.35757 -2.83712 -0.41700 0.2 0.2 0.0 -1.9705
C -0.86186 -1.88201 1.48705 0.3 0.1 -0.1 0.4402
C 2.71958 -2.13644 -4.06148 0.1 0.1 -0.3 1.7595
C 5.32164 -1.86624 -0.84859 -0.3 0.0 0.0 -1.4604
C 4.20871 -2.28220 0.11655 0.4 -0.2 0.2 1.5298
C -2.63398 -0.59034 0.84181 -0.3 -0.2 0.2 0.8095
C 3.02580 -0.63941 -4.08056 -0.1 -0.2 0.2 -1.5276
C 1.31216 -2.42130 -4.58819 0.1 -0.1 0.3 -1.6624
C 1.91451 1.28990 1.03383 -0.1 -0.4 0.1 0.1789
C -0.02036 -3.09515 1.78244 0.1 0.2 -0.1 -1.0399
C 3.73860 -2.88919 -4.91559 0.0 0.0 0.2 -1.7366
H 2.32675 -0.11436 -3.43191 0.0 0.0 0.0 0.2368
H -3.66890 0.06602 -0.93204 -0.1 0.0 0.0 0.2391
H -3.17543 1.87292 2.00699 0.0 0.0 0.0 0.4222
H 3.68603 -2.55602 -5.95308 0.0 0.0 0.0 0.4070
H 3.60430 -1.87069 2.14318 0.0 0.0 0.0 0.2796
H 5.16017 -2.32771 -1.82106 0.0 0.0 0.0 0.1879
H -1.50985 -3.48309 -0.64796 0.0 0.0 -0.1 0.4081
H 1.24494 -2.12027 -5.63500 0.0 0.0 0.0 0.5097
H -0.29322 -3.93004 1.14053 0.1 0.0 0.0 0.4248
H 3.53703 -3.96013 -4.87187 0.0 0.0 0.0 0.3892
H 5.15576 -4.14245 0.67007 0.0 0.0 0.0 0.4666
H 1.04085 -2.90440 1.61010 0.0 -0.1 0.1 -0.1194
H 3.39369 -4.10685 0.94143 0.0 0.0 0.0 0.2909
H 0.96557 -0.86433 3.38803 0.0 0.0 0.1 0.1071
H -4.30362 0.73939 0.57417 0.0 0.0 0.0 0.4289
H 4.03911 -0.46886 -3.71221 0.0 0.0 0.0 0.3013
H -3.17806 -3.45943 -0.04429 0.0 0.0 0.0 0.3271
H -2.68672 -2.37264 -1.34954 0.0 -0.1 0.0 0.3729
H 4.41662 -0.52641 1.34791 0.0 0.0 0.0 0.3366
H 5.36801 -1.91860 1.91276 0.0 0.0 0.0 0.4329
H -4.63310 -0.94326 0.14328 0.0 0.0 0.0 0.3338
H 2.94272 -0.24989 -5.09685 0.0 0.0 0.0 0.4966
H -0.48830 -1.06154 4.38220 0.0 0.0 0.0 0.3455
H 0.00060 0.54642 3.81461 0.1 0.0 0.0 0.4405
H -0.14073 -3.39417 2.82816 0.0 0.0 0.0 0.3276
H 5.32274 -0.78162 -0.96978 0.0 0.0 0.0 0.3005
H 6.28860 -2.18699 -0.45717 0.0 0.0 0.0 0.4573
H 0.57451 -1.87785 -4.00393 -0.1 0.1 0.0 0.2780
H 4.74667 -2.70923 -4.53782 0.0 0.0 0.0 0.3732
H -2.81203 1.14759 3.57642 0.0 0.1 0.0 0.3041
H -1.56216 2.03424 2.69620 0.0 0.0 0.0 0.2966
H 4.02145 -4.27674 -0.69374 0.0 -0.1 0.0 0.2926
H 1.09352 -3.48703 -4.49753 0.0 0.0 -0.1 0.3356

=====

[3]
60
Properties=species:S:1:pos:R:3:forces:R:3:mulliken_charge:R:1 method="wB97M-V/def2-TZVPD" multiplicity=1 homo_lumo_gap_ev=4.47 total_energy_ha=-2036.13833 charge=-1 fmax_ev_per_a=1.5 lumo_ev=0.1
I 6.60049 0.76709 1.15344 0.1 0.1 0.3 -0.0382
I 3.53430 -0.38070 -2.60887 0.1 0.2 0.1 -0.1158
P 3.03343 1.13223 0.35390 -0.8 0.3 1.0 2.0326
O -1.93643 0.48446 -0.44658 -0.3 0.2 -0.8 -0.2159
O -7.96424 1.90991 1.52407 0.0 0.0 0.0 -0.5425
O -9.53710 -0.77743 -2.75896 0.0 0.0 0.0 -0.5543
O -4.20651 0.47383 -0.35657 1.0 0.1 -0.5 -0.5387
N 2.73251 2.87787 -0.23238 -0.2 -0.1 -0.3 -1.0669
C -8.31437 1.29294 0.54192 0.0 0.0 0.0 0.3298
C -3.15634 0.21884 -0.91423 -0.8 0.0 0.7 0.0485
C 3.39810 -0.67946 0.91886 0.0 -0.1 -0.5 -1.1076
C -9.16868 -0.16403 -1.77857 0.0 0.0 0.0 0.3450
C 1.37500 -3.96741 0.41472 0.4 0.4 -0.2 -1.7438
C 4.35096 1.02709 -1.13035 0.5 -0.2 0.0 -1.6732
C -10.14995 0.49814 -0.88149 0.0 0.0 0.0 -0.3798
C 6.55308 -0.34057 -1.58149 0.6 0.3 0.7 -1.6457
C 3.79494 -3.66307 1.01523 0.2 0.0 -0.6 -1.4840
C -9.75507 1.17375 0.19308 0.0 0.0 0.0 -0.3861
C 2.60068 -3.04772 0.25258 -0.3 -0.3 0.6 1.1094
C 2.22224 -1.64876 0.77146 0.3 -0.4 0.0 -0.7023
C 1.71696 1.32567 1.76996 -0.3 -0.2 0.0 -1.7242
C 0.24053 1.16785 1.38397 -0.1 0.4 0.2 -0.1599
C -0.25313 2.07131 0.25177 -0.5 -0.6 0.1 -0.3957
C -1.73049 1.85654 -0.00377 0.1 0.2 0.5 -0.8799
C -7.73427 -0.04395 -1.42886 0.0 0.0 0.0 -0.4241
C -7.33157 0.63098 -0.35419 0.1 0.0 0.0 -0.3710
C 5.86328 0.84012 -0.88306 -0.3 -0.4 -1.4 -0.0463
H 4.64007 -3.80243 0.33842 0.1 0.0 0.0 0.2198
H -10.45256 1.66473 0.86019 0.0 0.0 0.0 0.4047
H 2.00239 0.67903 -0.54383 0.1 -0.1 -0.1 -0.3776
H 2.09116 3.35892 0.38448 0.0 0.1 0.1 0.2444
H 0.26994 1.88003 -0.68116 0.3 0.2 0.0 0.2583
H 3.55628 -4.65333 1.40005 -0.1 0.0 0.2 0.5324
H 3.60967 3.38304 -0.17096 0.1 0.1 0.1 0.2427
H 0.47084 -3.42481 0.14147 -0.2 -0.1 -0.1 0.3419
H 4.23517 1.94243 -1.69850 0.0 0.1 0.0 0.8246
H 6.35901 1.71301 -1.29966 0.1 0.3 0.5 0.5965
H -0.36824 1.42998 2.26011 -0.1 -0.1 0.1 0.4264
H 2.85783 -2.99111 -0.80316 0.0 0.2 -0.1 0.1837
H -2.07997 2.51702 -0.79801 -0.1 0.0 0.0 0.4590
H 4.02363 1.65921 1.26773 0.2 -0.2 -0.2 -0.1939
H 3.76643 -0.66335 1.94518 -0.1 0.1 0.1 0.5208
H -2.32089 2.03429 0.89436 -0.1 -0.1 0.0 0.3506
H -3.15003 -0.28593 -1.89016 0.3 -0.2 0.1 0.3931
H -0.02825 0.14016 1.14999 0.2 -0.2 -0.1 0.1690
H 1.91973 0.56834 2.53237 0.1 -0.1 0.0 0.3942
H 1.31071 -4.25443 1.46356 -0.2 -0.1 0.1 0.4240
H 7.59757 -0.33656 -1.26374 0.1 -0.1 -0.1 0.4812
H 1.47575 -1.26114 0.07626 -0.1 0.2 0.0 0.2091
H -11.19272 0.39718 -1.15530 0.0 0.0 0.0 0.3949
H -0.13458 3.11760 0.53539 0.1 0.1 -0.1 0.2491
H 6.14057 -1.29466 -1.26988 -0.2 -0.1 -0.2 0.3602
H 4.15649 -3.02510 1.81658 -0.1 0.0 0.2 0.2955
H 1.46065 -4.86219 -0.19983 0.0 -0.2 0.0 0.4172
H 1.81517 2.27849 2.30177 0.2 0.2 -0.2 0.5944
H 4.22584 -1.09888 0.33736 0.1 0.1 -0.1 0.0944
H 6.55228 -0.20637 -2.65826 -0.3 -0.2 -0.1 0.3892
H -7.03617 -0.53463 -2.09525 0.0 0.0 0.0 0.4283
H -6.28112 0.72108 -0.09626 -0.1 0.0 0.0 0.8096
H 1.72896 -1.82515 1.73310 -0.1 0.3 0.1 0.1929

=====

| no. | HOMO level (eV) |
| --- | --- |
| 1 | -11.7 |
| 2 | -4.3 |
| 3 | -4.4 |